Molecular formula: C35H42KO2PS2Te
Method: DFT, ωB97M-V/def2-TZVPD

The lowest unoccupied orbital energy comes out at 0.10 eV. For the gap between HOMO and LUMO, the calculation gives 0.1934 Eh. The electronic energy comes out at -3514.95741 Eh. The energy above the lowest of the compared OMol25 structures with the same formula, charge and spin comes out at 10.10 kcal/mol.

Last column: Löwdin charge in e.
Atoms and positions in Å:
K (-0.416, 0.208, -0.284)  0.5596
C (-1.874, -4.919, -2.170)  -0.0564
C (-3.096, -4.758, -1.293)  -0.2754
C (-4.111, -5.711, -1.372)  -0.0588
C (-5.262, -5.611, -0.604)  -0.0892
C (-5.409, -4.542, 0.267)  -0.0826
C (-4.408, -3.585, 0.356)  -0.1068
C (-3.249, -3.676, -0.410)  -0.3278
P (-1.967, -2.352, -0.385)  1.0886
C (-0.541, -3.165, 0.446)  -0.3526
C (0.696, -2.803, -0.093)  -0.1409
C (1.892, -3.318, 0.386)  -0.0751
C (1.850, -4.251, 1.410)  -0.0747
C (0.627, -4.622, 1.953)  -0.0414
C (-0.576, -4.082, 1.505)  -0.2588
C (-1.855, -4.437, 2.217)  -0.0297
C (-2.655, -1.032, 0.673)  -0.4221
C (-3.782, -0.454, 0.049)  -0.1937
C (-4.433, 0.666, 0.523)  -0.1504
C (-3.895, 1.283, 1.679)  -0.1314
C (-2.762, 0.812, 2.269)  -0.0772
C (-2.029, -0.354, 1.800)  -0.4074
C (-0.825, -0.684, 2.406)  -0.0790
H (-1.822, -5.933, -2.567)  0.0759
H (-0.947, -4.723, -1.630)  0.0624
H (-1.911, -4.230, -3.018)  0.0726
H (-3.992, -6.546, -2.054)  0.1058
H (-6.037, -6.363, -0.686)  0.0993
H (-6.296, -4.455, 0.882)  0.1017
H (-4.523, -2.749, 1.035)  0.1022
H (0.714, -2.084, -0.906)  0.0645
H (2.837, -2.997, -0.035)  0.1040
H (2.767, -4.677, 1.800)  0.1024
H (0.603, -5.333, 2.771)  0.1104
H (-1.633, -4.864, 3.195)  0.0802
H (-2.449, -5.159, 1.654)  0.0825
H (-2.471, -3.547, 2.364)  0.0797
H (-4.193, -0.951, -0.828)  0.0981
H (-5.339, 1.028, 0.054)  0.0841
H (-4.390, 2.152, 2.102)  0.0977
H (-2.358, 1.322, 3.137)  0.1024
H (-0.306, -1.602, 2.193)  0.0162
H (-0.529, -0.172, 3.315)  0.0330
C (3.383, 3.552, 1.722)  -0.4454
Te (1.892, 2.313, 0.826)  1.3500
C (0.672, 2.795, 2.498)  -0.4163
C (1.452, 3.791, 3.326)  -0.2721
C (0.888, 4.344, 4.478)  -0.0425
C (1.603, 5.235, 5.260)  -0.0888
C (2.903, 5.581, 4.903)  -0.0905
C (3.470, 5.033, 3.765)  -0.0486
C (2.753, 4.140, 2.967)  -0.2850
H (3.654, 4.333, 1.015)  0.0469
H (4.278, 2.977, 1.955)  0.0511
H (0.457, 1.884, 3.051)  0.0419
H (-0.276, 3.191, 2.133)  0.0443
H (-0.120, 4.062, 4.760)  0.1153
H (1.152, 5.656, 6.150)  0.1005
H (3.471, 6.273, 5.512)  0.1000
H (4.485, 5.296, 3.487)  0.1132
O (-1.136, 2.310, -0.237)  -0.7369
S (-1.498, 3.306, -1.309)  0.9453
C (-0.711, 4.886, -0.832)  -0.2951
C (-1.792, 5.831, -0.296)  -0.2216
C (-2.915, 4.942, 0.239)  -0.2275
C (-3.139, 3.909, -0.857)  -0.3069
H (-0.155, 5.275, -1.683)  0.0891
H (0.000, 4.572, -0.067)  0.0457
H (-2.177, 6.459, -1.103)  0.1109
H (-1.386, 6.492, 0.470)  0.1148
H (-3.821, 5.506, 0.460)  0.1163
H (-2.604, 4.429, 1.153)  0.1121
H (-3.586, 4.348, -1.754)  0.0989
H (-3.696, 3.020, -0.553)  0.0713
C (-2.049, 0.369, -3.430)  -0.2418
S (-0.270, 0.267, -3.708)  0.8642
C (-0.206, -1.502, -3.930)  -0.2640
O (0.381, 0.537, -2.376)  -0.7082
H (-2.560, -0.284, -4.136)  0.0630
H (-2.357, 1.401, -3.586)  0.0368
H (-2.274, 0.063, -2.401)  0.0327
H (-0.703, -1.758, -4.867)  0.0606
H (-0.696, -1.974, -3.074)  0.0140
H (0.847, -1.779, -3.978)  0.0608